[1]
{
  "formula": "C5H9O3",
  "method": "ωB97M-V/def2-TZVPD",
  "species": ["H", "C", "O", "H", "O", "H", "H", "O", "H", "C", "C", "H", "C", "H", "H", "H", "C"],
  "positions_angstrom": [[-0.93750, -5.33699, 2.29851], [0.20644, 1.83078, -0.25459], [-0.74250, -4.38401, 2.20396], [-0.88182, -4.00037, 3.08618], [-0.45264, 0.49787, 2.87457], [-0.78553, -0.79358, -1.05183], [-0.38148, 1.42201, -2.26139], [0.64930, 3.25170, -2.09250], [0.82278, 3.32071, -3.04456], [-0.23654, 0.77852, 1.75788], [0.46848, 1.89221, -1.72105], [0.95426, -0.94594, -0.74738], [-0.00569, 0.64211, 0.36976], [1.36101, 1.27301, -1.95691], [0.18646, 2.75847, 0.32065], [-0.21303, -1.48499, 0.49345], [-0.01199, -0.72150, -0.27474]],
  "e_above_lowest_kj_mol": 152.7,
  "homo_lumo_gap_ev": [6.45, 10.07],
  "s2": 0.77,
  "spin_multiplicity": 2,
  "energy_ha": -421.52574,
  "e_homo_ha": [-0.2204, -0.3491],
  "total_charge": 0
}

=====

[2]
{
  "formula": "C31H37IrN3P2S",
  "method": "ωB97M-V/def2-TZVPD",
  "species": ["C", "C", "H", "Ir", "C", "C", "H", "C", "H", "H", "C", "H", "C", "C", "C", "H", "C", "N", "P", "C", "H", "C", "C", "S", "C", "C", "H", "H", "H", "C", "H", "H", "C", "C", "C", "H", "H", "H", "N", "H", "C", "H", "H", "C", "H", "C", "H", "C", "H", "H", "H", "H", "C", "H", "H", "H", "H", "C", "H", "C", "C", "H", "H", "H", "C", "N", "C", "P", "H", "H", "H", "C", "C", "H", "H"],
  "positions_angstrom": [[2.04215, 0.91959, -2.77649], [0.10860, -0.68737, 4.81364], [-1.33116, -6.87570, 1.35261], [0.21666, -0.62618, -0.89350], [-1.93585, -6.02742, -0.52523], [-0.54388, -3.75968, 0.28037], [-2.76014, 0.74432, -0.74913], [-1.17728, -3.79615, -0.96017], [-0.48585, -2.96914, 7.24297], [2.76274, -2.42946, -0.96955], [-1.30716, -0.61911, -3.51388], [2.87571, 0.55904, -2.17509], [-2.34210, 0.87290, -1.74784], [4.47968, -0.62347, 3.50340], [3.12584, -0.81732, 3.71611], [0.97929, 2.85024, -2.86228], [2.10947, -2.94643, 1.02147], [-0.14086, -1.84093, 2.28400], [0.47030, -0.50250, 3.10181], [4.57345, -4.18464, 1.28323], [4.95562, -3.52898, -0.72367], [-0.00534, 0.06699, -3.89402], [2.64446, 0.56064, 1.77658], [0.14915, 1.83307, -0.87823], [4.25088, -3.53999, 0.09643], [3.67084, -4.20889, 2.33989], [2.20275, 2.73369, -1.62417], [4.35055, 1.39888, 0.78350], [1.58445, -1.02511, -3.17561], [-0.31781, -2.01065, 6.77122], [0.31286, -0.27685, -4.87881], [3.92730, -4.71627, 3.26032], [-1.29240, -6.00733, 0.70917], [-1.43579, 2.09409, -1.76098], [-0.27354, -0.85148, 7.54482], [-0.06409, -4.89853, 2.05660], [-1.75713, -3.12611, 2.80660], [0.00694, 1.27648, 7.57265], [-1.66129, -0.40421, -2.08437], [-1.94293, 2.90438, -1.23829], [2.43818, -3.59006, 2.21418], [5.53287, -4.67387, 1.38567], [2.79044, -1.40096, 4.56407], [-1.60449, -2.08997, 2.51943], [5.19773, -1.07018, 4.17771], [1.42648, 2.16935, -2.13903], [-1.20495, 2.45570, -2.76027], [2.20508, -0.24947, 2.82769], [0.33768, 1.44253, 5.13673], [-1.95429, -1.44684, 3.32245], [-1.09993, -2.94936, -1.63271], [-2.35409, -4.95654, -2.33378], [-1.87063, -4.92779, -1.36668], [-2.30480, -1.14455, -1.81762], [1.92284, 1.06887, 1.14846], [-0.43440, -0.91746, 8.61264], [5.97463, 0.32365, 2.29503], [3.01707, -2.92130, -0.03615], [-2.47630, -6.91168, -0.83509], [0.15620, 0.47676, 5.59350], [3.99958, 0.75570, 1.57950], [1.73888, -3.61246, 3.04144], [-2.11263, -0.27018, -4.16431], [-0.16885, -2.83758, 4.80556], [4.91527, 0.15603, 2.43757], [1.06874, -0.19534, -2.88986], [-0.58757, -4.88637, 1.10756], [0.45613, -2.34197, 0.72861], [2.43273, 1.18211, -3.76297], [-2.18115, -1.88420, 1.61885], [-0.13520, 1.14376, -3.96920], [-0.03198, 0.38543, 6.96164], [-0.13777, -1.93661, 5.40431], [-1.21444, -1.69691, -3.65883], [-3.17776, 1.04922, -2.43067]],
  "homo_lumo_gap_ev": [8.72, 6.13],
  "s2": 6.01,
  "spin_multiplicity": 5,
  "energy_ha": -2551.99808,
  "e_homo_ha": [-0.6038, -0.6190],
  "total_charge": 3
}

=====

[3]
{
  "formula": "C44H110N7O15Zn",
  "method": "ωB97M-V/def2-TZVPD",
  "species": ["O", "H", "H", "H", "H", "H", "H", "H", "H", "O", "H", "H", "H", "N", "H", "H", "H", "C", "C", "H", "H", "H", "C", "H", "C", "N", "H", "H", "O", "C", "H", "C", "H", "H", "O", "H", "H", "C", "O", "H", "H", "H", "C", "C", "C", "H", "N", "C", "H", "N", "C", "H", "C", "N", "H", "H", "H", "H", "H", "H", "H", "H", "H", "H", "C", "H", "H", "H", "O", "H", "H", "H", "H", "C", "H", "H", "C", "H", "H", "H", "H", "C", "H", "H", "H", "C", "H", "C", "H", "H", "H", "C", "H", "N", "C", "H", "H", "H", "H", "C", "H", "N", "C", "H", "H", "H", "H", "C", "H", "H", "H", "H", "H", "H", "C", "C", "H", "O", "C", "O", "O", "C", "Zn", "H", "H", "H", "H", "H", "H", "O", "C", "C", "H", "H", "O", "H", "C", "O", "H", "H", "H", "C", "H", "H", "H", "H", "H", "C", "H", "H", "C", "C", "C", "H", "H", "H", "C", "O", "H", "C", "H", "C", "H", "C", "C", "C", "H", "H", "C", "H", "O", "H", "H", "C", "O", "H", "H"],
  "positions_angstrom": [[-3.18697, 5.47644, -2.28214], [4.72343, -1.46299, -4.40600], [3.60129, -6.13755, 1.19824], [4.96846, -6.34793, -0.70598], [8.98953, -8.79974, -1.12913], [5.36079, 1.90809, -1.55195], [-1.28008, 0.88861, 6.53856], [2.74619, 6.01024, -5.02285], [2.07533, -1.15000, -1.72524], [2.74465, -3.76954, 1.40636], [-2.24248, 1.92273, -2.02539], [5.36774, 1.83015, 2.77267], [-6.43776, -5.29877, 0.55742], [-1.75374, 3.24668, 2.13072], [-5.36383, 4.77487, 0.61561], [6.57393, -1.90603, 2.04445], [-4.41834, -3.96532, 0.22296], [4.98153, -4.68912, 1.41127], [-4.25042, 6.36698, -2.54466], [3.04935, -1.85021, 0.52408], [1.59609, 0.40112, 0.33011], [-1.33711, -0.29087, 0.62774], [4.92640, 1.23466, 3.57187], [4.08187, 3.71283, 5.57049], [6.77583, -6.75507, 0.21094], [-7.74963, -3.64353, 0.18395], [5.99010, -4.62079, 1.81896], [-3.13194, 6.06578, -0.36191], [-1.04965, 2.40645, 5.10907], [3.81331, -1.03618, -3.98455], [9.18459, -7.48237, 0.10228], [-1.63958, 0.09152, -3.03977], [-11.95097, -2.82736, 2.61162], [2.37749, -2.71473, 5.09326], [-10.46758, -2.63163, 1.16041], [4.37070, 0.87029, -0.65126], [2.86978, 2.65745, 4.70028], [5.26394, -6.76613, 0.25627], [1.13286, 6.61532, -3.84338], [5.10985, -4.24685, 0.42333], [-1.77924, 3.87069, -0.84361], [1.17322, 6.01916, -0.59186], [-0.22092, 2.85251, 4.07419], [-4.56754, 2.37877, -3.28215], [1.99339, -1.16980, 3.75822], [-0.57757, 0.31264, -2.93328], [-0.20494, 4.83008, -1.66776], [-5.34229, -3.47170, -0.07833], [5.24999, -1.06513, -2.12109], [4.59738, -6.09020, 1.35844], [7.01578, -1.01911, 1.59030], [-1.12784, 4.99268, 0.29135], [-2.40918, 1.43172, -2.98415], [3.15126, -0.39251, 4.15340], [-3.62351, -2.33501, -7.24234], [-4.25590, -0.24926, -0.03145], [1.60998, 7.04107, -5.84911], [-1.44295, 0.98108, -5.54648], [-10.60838, -1.93787, 3.12554], [0.19096, 7.01535, -1.63882], [-0.23297, 4.48739, 2.74453], [7.05021, -5.72881, -0.03322], [-2.01150, -0.62362, -2.30605], [-0.07772, -2.61621, 6.93307], [1.91134, -1.69774, -2.65324], [3.03217, 0.26704, 4.90897], [-2.50409, 1.53269, 3.04201], [0.63251, -1.45518, 8.09029], [-2.73338, -0.53276, -7.15835], [2.49015, 6.88625, -2.33181], [7.14473, -6.85748, 1.23150], [0.63557, 0.83534, 1.58678], [1.72911, -2.82514, -0.02712], [-1.21074, -0.07590, -5.41621], [-1.94117, 6.89204, -1.29507], [-4.43057, 3.02009, -2.41150], [-3.76684, 2.04348, 1.41759], [-1.28760, -1.91767, -6.42595], [-0.14575, -0.21394, -5.22955], [-2.60878, -1.98351, -8.66165], [-3.87745, 7.38550, -2.65241], [3.65577, 0.46419, 3.10095], [4.43571, 1.06511, -3.83017], [8.03411, -1.29486, 1.31633], [-10.47879, -3.67375, 3.00042], [-6.47279, -4.21182, 0.63119], [-4.12559, 3.99870, -0.37924], [-1.37645, 4.88041, -0.76396], [-6.29795, -3.92937, 1.66934], [-0.05256, -1.47509, 0.83625], [-11.08693, -4.48482, 0.44952], [-0.60708, 1.21148, 5.74426], [3.22714, 0.56263, -2.68609], [-1.98117, -0.60388, -4.29154], [-1.45813, -0.87141, -6.67959], [-3.77297, 4.67160, 1.28042], [0.05469, 1.99282, 3.46342], [4.87414, -7.78181, 0.18868], [4.14324, -2.81646, 2.37915], [1.72159, 6.17201, -2.62724], [-7.91355, -2.71126, 0.53623], [5.20123, -0.07193, -2.29795], [6.44688, 0.47149, -0.29127], [-3.28639, -1.69934, 0.24630], [3.96889, -0.15646, 2.26139], [-0.83374, -0.52782, -7.50432], [-2.11492, 2.22416, -3.67230], [0.55275, 0.65700, 0.51466], [3.73987, -4.28816, 3.14470], [2.77181, 7.73429, -4.73163], [7.06468, -0.28173, 2.39152], [-4.27220, 2.84592, -4.22165], [-1.17929, 2.64044, 1.56279], [0.37691, 1.35634, 6.19022], [-4.20042, -1.32264, -0.21278], [8.68002, -7.80502, -0.80844], [5.65097, 0.45844, 3.81798], [-5.32776, -2.07872, 0.28505], [-2.88205, 2.44328, 2.57719], [1.33239, -1.30621, 6.13495], [3.10664, -2.11075, -3.31518], [2.10841, 6.88450, -4.89248], [1.04863, 3.03527, -1.47685], [-8.79286, -4.84386, 1.58848], [8.87916, -7.19306, -1.68819], [-3.50372, 2.92022, 3.33492], [2.02666, -1.76951, 2.84865], [0.73290, -2.60148, 4.68672], [-1.62411, 4.50096, 3.85946], [4.78596, 1.92431, 4.84980], [3.90501, 2.99072, 4.77338], [-0.33731, -0.57180, 0.29672], [-3.26870, 1.72731, 0.50107], [-0.61111, 0.33723, 5.09328], [7.27868, -7.81647, -0.57145], [-5.61255, 2.08692, -3.38641], [-10.86777, -2.78915, 2.49615], [6.14394, -0.66513, 0.52779], [-5.09421, 6.27164, -1.86127], [-0.63913, 5.11854, -2.53284], [3.24090, -0.77366, -4.87423], [-2.42929, 5.92391, -1.18304], [-0.55349, -0.77626, -0.75188], [-4.06431, -1.15577, -8.55145], [-8.78024, -5.39570, -0.12266], [0.65202, 3.38686, 4.44909], [-4.00048, -1.49369, -1.27054], [2.75150, -2.88355, 0.34625], [-2.91764, -0.22573, -4.28080], [-4.63822, 6.05768, -3.51524], [-8.86486, -4.53808, 0.54474], [1.60074, -1.97597, 4.89582], [5.29397, 0.86868, -1.23062], [2.17998, 5.22054, -2.89683], [4.05815, 3.60658, 3.88717], [-4.31189, 1.12691, 1.64326], [0.65356, 6.03239, -1.54992], [-3.81503, 1.19207, -3.02909], [1.43270, -2.60759, -2.29106], [4.14781, 0.24335, -3.17449], [-5.52408, -3.57507, -1.14807], [0.83314, -2.09832, 7.23342], [7.33176, 0.22586, -0.87843], [-3.27350, -1.55101, -7.91386], [-1.00888, 3.87904, 3.20923], [-4.47856, 4.13950, 0.64236], [2.95390, 1.20555, 2.71904], [1.16939, -0.46345, 3.65729], [3.93296, -3.86323, 2.15969], [1.53770, -2.90942, 7.41730], [-4.81899, 2.94493, 1.26306], [6.77364, 1.32998, 0.29552], [1.18874, -1.27765, -3.35287], [-10.25154, -3.79367, 0.33758], [0.07687, 1.82184, -0.18671], [-10.27618, -3.35183, -0.65855], [3.28730, -3.29466, -0.50931]],
  "e_above_lowest_kj_mol": 226.4,
  "homo_lumo_gap_ev": 3.65,
  "spin_multiplicity": 1,
  "energy_ha": -5032.91159,
  "e_homo_ha": -0.3569,
  "total_charge": 1
}

=====

[4]
{
  "formula": "C31H34AsN7O5RbS",
  "method": "ωB97M-V/def2-TZVPD",
  "species": ["C", "H", "H", "C", "N", "C", "C", "C", "H", "O", "H", "H", "C", "N", "H", "H", "H", "N", "C", "H", "C", "O", "H", "H", "C", "H", "C", "C", "C", "H", "C", "Rb", "H", "H", "As", "H", "C", "H", "N", "C", "H", "C", "H", "H", "H", "C", "C", "H", "C", "H", "H", "H", "H", "H", "S", "H", "H", "C", "C", "C", "H", "O", "H", "C", "N", "O", "H", "C", "C", "C", "O", "N", "H", "C", "H", "C", "C", "C", "C", "N"],
  "positions_angstrom": [[1.33070, 4.36199, -2.07400], [-4.31468, -5.64098, -5.83271], [0.38569, 5.03501, 1.82465], [-3.88539, 1.01391, 1.19103], [-2.80503, 0.39928, 1.67179], [-2.25254, -3.70092, -3.96937], [-5.30314, 0.01216, 2.81184], [-2.80741, -4.84531, -4.52156], [-4.21371, -1.26989, 4.18694], [1.59832, 4.69577, -4.41752], [-2.40425, -5.81665, -4.26260], [-2.23570, -0.33218, -4.28430], [0.64979, -1.89150, -5.61435], [2.06163, -0.85418, 1.71879], [-6.27762, -0.14646, 3.25896], [-1.42323, -3.78278, -3.27529], [-3.21558, -3.17989, -1.30198], [0.97937, -2.90709, -4.72653], [0.81913, 3.10450, -1.86721], [-1.10880, -1.34126, -3.43099], [-5.15595, 0.85389, 1.71784], [0.15820, 0.94464, -2.51420], [4.72352, -3.43621, 2.78199], [2.05750, 4.47197, 1.91548], [3.26244, -0.89325, 1.13743], [3.65741, -0.82876, -2.86118], [1.05947, 3.98933, 0.07960], [1.78727, -1.73401, 2.68042], [3.98475, -2.70294, 2.48199], [-4.22488, -1.37980, -5.43120], [1.79810, -2.45192, -3.74646], [-0.23139, 0.09796, 0.09766], [0.21325, -2.77643, 3.62881], [1.25208, 3.71609, -4.32815], [-2.92456, -0.70004, -1.90041], [-1.54422, -2.66282, -1.02515], [-3.87781, -4.74904, -5.40226], [-5.21149, -3.40813, -6.41222], [0.65978, 2.88802, -0.51386], [2.82127, -0.25242, -3.24998], [0.60598, -1.27621, 4.37818], [-1.73367, -1.11224, 3.34762], [-5.11233, -1.87654, -2.62248], [-5.24892, -0.10421, -2.74523], [3.17127, 0.55225, -3.89193], [0.52436, 2.05533, -2.91413], [1.71981, 5.21481, -3.22671], [-3.72119, 1.66094, 0.33484], [2.74464, -2.67369, 3.08292], [-2.79247, -2.21896, 0.13786], [3.43090, -0.16638, 0.34781], [0.66661, -3.86123, -4.74832], [0.72715, 3.31689, 2.05377], [1.82498, 5.83752, -0.67049], [2.39249, -3.29803, -2.41675], [-0.04774, -2.04784, -6.41669], [2.48503, -3.38014, 3.86197], [-4.84985, -0.92756, -2.15339], [-3.82238, -2.35202, -5.16937], [4.25910, -1.78739, 1.47439], [2.23302, 0.15071, -2.42714], [0.71721, 2.39925, -4.12103], [-5.99507, 1.37673, 1.27752], [-2.16869, -1.21482, -3.64811], [1.46979, 4.90686, -0.82163], [-1.94564, -1.64802, 4.46359], [5.20317, -1.77168, 0.94754], [-2.94354, -0.40739, 2.72673], [-4.18648, -0.61661, 3.32687], [1.27414, -0.78606, -5.17210], [2.13132, 6.34077, -3.01237], [1.99594, -1.14370, -4.04496], [1.22842, 0.23778, -5.49883], [-2.59134, -2.36936, -0.92348], [-5.28483, -0.88107, -1.15370], [1.05997, 4.22164, 1.55064], [-4.38003, -3.49674, -5.72353], [0.45019, -1.72996, 3.38486], [-2.75297, -2.43216, -4.27890], [-0.61148, -1.08076, 2.66595]],
  "e_above_lowest_kj_mol": 17.1,
  "homo_lumo_gap_ev": 7.15,
  "spin_multiplicity": 1,
  "energy_ha": -4619.48735,
  "e_homo_ha": -0.1852,
  "total_charge": -1
}